1.
{"formula": "C18H21ClN2O8OsP2S2", "method": "the ωB97M-V functional and the def2-TZVPD basis", "lumo_energy_ha": [-0.0041, -0.0768], "orbital_gap_ev": [8.48, 6.52], "e_above_lowest_kcal_mol": 4.5, "s_squared": 6.0215, "spin_multiplicity": 5, "charge": 0, "largest_force_ha_per_bohr": 0.0018, "e_homo_ev": [-8.59, -8.61], "symbols": ["H", "C", "C", "O", "H", "C", "C", "O", "O", "O", "C", "H", "C", "C", "C", "C", "C", "H", "H", "O", "H", "O", "H", "N", "P", "H", "H", "C", "H", "O", "C", "C", "H", "H", "O", "S", "N", "H", "C", "H", "H", "C", "H", "H", "C", "H", "C", "H", "Os", "P", "H", "Cl", "C", "S", "H"], "positions_angstrom": [[-1.33136, 2.39102, -2.41543], [0.41485, 1.56896, -1.50822], [1.84799, 3.42092, -3.01150], [-4.05850, -2.37696, -2.02114], [4.03304, -0.73206, -0.14309], [-1.97557, -0.66290, -3.77244], [-1.70378, -2.11204, -3.41511], [-0.33165, 0.67315, -0.82731], [0.18262, -3.96958, -2.90859], [-2.01791, -1.72880, -0.75680], [-1.65003, 1.64236, 3.75227], [-2.36924, 2.39046, 4.09294], [0.46272, 3.36807, -3.10299], [1.80662, 1.63378, -1.38445], [0.92764, 1.56625, 6.54423], [2.52747, 0.75035, -0.43173], [0.35537, 1.27537, 1.86663], [4.36528, 0.41284, -1.46365], [1.65891, 2.22724, 6.99124], [0.85370, -2.18062, -4.52520], [0.58270, -2.76779, -5.24420], [-2.12382, -2.95474, -4.49515], [-1.63546, -0.00695, -2.97227], [1.41472, 1.68321, 1.30309], [-2.50095, -2.66087, -1.84363], [2.40864, 4.13980, -3.59306], [-2.22009, 0.81459, 3.33150], [2.50802, 2.55216, -2.15909], [-0.06497, 4.04719, -3.75991], [-2.20708, -4.12851, -1.79851], [-0.25230, 2.44770, -2.35906], [0.15856, 2.01055, 5.48112], [-1.65633, -0.78453, 4.92174], [-1.46465, -0.39302, -4.69739], [0.67265, -1.52587, -2.14850], [-0.07309, -0.45658, 2.01184], [2.29147, 0.74130, 0.82621], [-2.23555, -3.84967, -4.14137], [-0.16527, -0.56722, 6.44858], [-0.29054, -1.57758, 6.81562], [3.16440, -0.84784, -1.69686], [3.58912, -0.16579, -0.95837], [-4.54039, -3.16730, -2.29214], [-3.04805, -0.52878, -3.90971], [0.76793, 0.27545, 7.03121], [-0.60443, -4.27491, -2.35768], [-0.78389, 1.17141, 4.89339], [0.29927, 3.01104, 5.09056], [0.02653, -1.09731, -0.16599], [0.06998, -2.43703, -3.18347], [1.37436, -0.07230, 7.85729], [0.65869, -3.17606, 0.46386], [-0.93568, -0.12001, 5.38415], [-0.76886, 2.50832, 2.42514], [3.58615, 2.60016, -2.06856]]}

=====

2.
{"formula": "C18H21F2N3O4", "method": "the ωB97M-V functional and the def2-TZVPD basis", "lumo_energy_ha": 0.0219, "orbital_gap_ev": 9.32, "e_above_lowest_kcal_mol": 69.4, "smiles": "CN(CCN1CCOCC1)C(=O)c1cc(COc2ccc(F)c(F)c2)on1", "spin_multiplicity": 1, "charge": 0, "largest_force_ha_per_bohr": 0.0209, "e_homo_ev": -8.73, "symbols": ["H", "H", "C", "C", "C", "H", "H", "C", "H", "C", "H", "O", "F", "H", "H", "H", "H", "N", "C", "H", "C", "N", "C", "H", "C", "H", "C", "C", "F", "H", "H", "H", "N", "C", "H", "C", "O", "C", "O", "C", "C", "H", "H", "H", "H", "O", "C", "C"], "positions_angstrom": [[4.25148, 1.97435, -5.37213], [-2.90330, -1.85802, -1.53442], [-3.65066, -3.76526, 0.06091], [1.55061, 0.62970, 1.53651], [0.41047, 0.15517, 2.36837], [1.49132, 2.79946, 2.04554], [-0.70450, -2.18378, 0.51257], [1.70230, 2.70962, -3.29997], [-3.26942, -0.01168, 0.03893], [-3.49045, -3.03298, 1.39360], [4.79473, 3.19073, 0.95026], [-0.00009, 0.89630, 3.25250], [0.36736, 2.86483, -3.29291], [5.51042, 2.27205, -3.24599], [-4.56922, -1.24009, -1.74034], [0.58874, -2.90266, 1.50138], [1.82381, 3.13726, -1.23317], [2.35227, -0.08132, 0.78095], [0.20388, -1.97096, 1.07918], [-1.20573, -2.53354, 3.11563], [4.44052, 2.39324, -3.27833], [-2.88976, -1.73149, 1.15200], [-1.24292, -1.45146, 2.98069], [-4.73906, -0.79884, 0.68038], [3.04427, 2.00130, 0.69950], [-4.15379, -4.72283, 0.20491], [-2.58628, -1.01778, 2.38117], [-3.89100, -1.75612, -1.05921], [1.68770, 2.21585, -5.61975], [-2.84364, -3.61636, 2.05079], [-2.65553, -3.93793, -0.37826], [-4.48100, -2.93252, 1.87233], [-0.12577, -1.05753, 2.14439], [3.74395, 2.22787, -4.45562], [-2.51744, 0.04866, 2.15690], [2.36710, 2.38322, -4.47090], [-4.44699, -3.03042, -0.83629], [2.39315, 2.88274, -2.11231], [3.27738, 0.75294, 0.26448], [3.77373, 2.71930, -2.09524], [1.95478, 1.99256, 1.52060], [0.96496, -1.54408, 0.43461], [-3.37616, -1.15418, 3.13767], [-1.12482, -0.95822, 3.94840], [3.39983, 4.05248, 0.25605], [4.55827, 2.86165, -0.99577], [-3.73938, -0.97498, 0.24663], [3.95386, 3.10375, 0.25278]]}

=====

3.
{"formula": "C18H21F3N2O3S", "method": "the ωB97M-V functional and the def2-TZVPD basis", "lumo_energy_ha": -0.0358, "orbital_gap_ev": 7.22, "e_above_lowest_kcal_mol": 408.5, "smiles": "CCSCc1ccc2nc(C[C@@H]3CO3)cnc2c1.CCOC(=O)C(F)(F)F", "spin_multiplicity": 1, "charge": 0, "largest_force_ha_per_bohr": 0.1405, "e_homo_ev": -8.19, "symbols": ["C", "C", "H", "C", "C", "H", "C", "H", "C", "H", "C", "H", "H", "C", "H", "F", "H", "H", "H", "C", "C", "C", "C", "C", "C", "O", "N", "H", "C", "O", "F", "H", "H", "F", "C", "H", "H", "H", "C", "S", "H", "C", "H", "O", "H", "N", "H", "H"], "positions_angstrom": [[0.11881, 0.63907, -0.68704], [4.64140, 1.76880, -4.64705], [0.67404, 4.10293, -0.09401], [-3.33762, -1.38956, -0.36466], [-0.17562, 2.95567, -2.07412], [-5.65612, -5.17707, 5.27942], [-4.95047, -3.55449, 6.82938], [-5.26853, -2.95988, 3.59319], [0.19254, 4.36796, -1.13385], [-5.21912, -2.77325, 0.43057], [7.09091, 3.25037, -3.46609], [-3.89644, -3.10644, 7.07813], [-1.45939, -2.19467, 3.53904], [-4.15851, -2.32327, 0.70403], [7.06945, 3.34913, -4.55621], [2.57717, 2.96435, -4.30952], [-4.28643, -5.77353, 6.55737], [-0.59202, 3.12919, -3.24477], [6.42076, 1.91485, -1.92367], [-4.66109, -4.88686, 5.86434], [-3.45790, -2.62777, 2.19164], [-4.32271, -3.57739, 3.21376], [-1.14528, -1.02836, 1.40019], [-1.97374, -1.98896, 2.48339], [0.93173, 1.58722, -1.78819], [5.46436, 1.44688, -5.50047], [-1.23554, 0.13485, -1.09841], [8.13494, 3.22820, -3.14222], [3.13059, 1.84285, -4.85484], [-1.07717, 3.35867, -0.86232], [2.48253, 0.78521, -4.28696], [-3.86083, -1.17668, -1.41056], [-0.59286, 5.24973, -1.30383], [2.77249, 1.84665, -6.17006], [0.81587, 0.28362, 0.73911], [6.81375, 1.09213, -3.43207], [-5.66338, -2.77054, 6.32145], [1.91665, 2.05582, -1.36309], [6.36099, 1.99899, -3.01422], [-3.33178, -4.34088, 4.61031], [-5.40596, -3.99456, 7.82600], [-1.85175, -0.72716, -0.03321], [-4.75544, -4.47104, 2.55571], [4.96741, 2.07621, -3.35058], [6.61046, 4.14498, -3.05658], [0.20650, -0.54003, 1.83854], [1.04947, 1.06214, -2.83354], [1.89286, 0.74590, 0.94654]]}

=====

4.
{"formula": "C18H21MnP2", "method": "the ωB97M-V functional and the def2-TZVPD basis", "lumo_energy_ha": [-0.0019, -0.0100], "orbital_gap_ev": [5.30, 5.71], "e_above_lowest_kcal_mol": 13.8, "s_squared": 6.1578, "spin_multiplicity": 5, "charge": 0, "largest_force_ha_per_bohr": 0.0485, "e_homo_ev": [-5.35, -5.99], "symbols": ["C", "P", "C", "C", "C", "H", "H", "H", "H", "H", "C", "H", "H", "H", "P", "C", "H", "C", "C", "H", "C", "C", "H", "C", "C", "H", "C", "H", "C", "Mn", "H", "C", "H", "C", "H", "H", "H", "H", "H", "C", "C", "H"], "positions_angstrom": [[1.39553, -0.82199, -0.05546], [0.34168, 2.29167, 1.98118], [-1.48456, -0.98208, 4.36125], [-1.57263, -3.91412, -1.41672], [1.59987, 3.71772, -0.48977], [-1.73261, -2.76875, 0.38809], [0.83306, 1.52983, 3.09010], [-3.47292, -0.51499, 3.71007], [-2.07094, -4.77766, -0.99680], [-0.32599, 1.30379, -2.56619], [-0.43996, -2.84349, -3.26959], [0.66778, 3.56346, 2.54002], [2.47144, 4.33556, -3.76786], [1.87313, -0.71993, -1.05022], [-0.34562, -0.24012, -0.12946], [-1.38454, -2.77044, -0.63713], [-1.01882, 2.26544, 2.40761], [0.22946, -0.91732, 2.65238], [-2.43821, -0.62214, 3.41003], [0.28701, -0.86336, -2.91679], [-0.25338, -1.69875, -2.49546], [-0.72161, -0.53113, 1.66589], [-1.77444, -1.15048, 5.39225], [2.18286, 4.26796, -1.63234], [1.13799, 2.71166, -3.25527], [1.47348, -1.87784, 0.28168], [-1.09683, -3.95232, -2.73097], [-2.82532, -0.12606, 1.36136], [-0.15413, -1.13083, 3.98222], [0.74115, 1.97049, -0.33176], [1.97858, -0.15823, 0.61719], [1.98751, 3.79537, -2.94401], [-1.22729, -4.84375, -3.32870], [-0.72045, -1.65546, -1.17162], [2.81615, 5.15968, -1.51021], [-0.05760, -2.87500, -4.28100], [0.93611, 2.50439, -4.31616], [0.58600, -1.41390, 4.72229], [1.89443, 4.19596, 0.46291], [0.47130, 2.01484, -2.25683], [-2.06254, -0.40141, 2.07562], [1.27588, -1.05629, 2.44817]]}

=====

5.
{"formula": "C18H21N2O5S", "method": "the ωB97M-V functional and the def2-TZVPD basis", "lumo_energy_ha": 0.0485, "orbital_gap_ev": 3.37, "e_above_lowest_kcal_mol": 183.7, "spin_multiplicity": 1, "charge": -1, "largest_force_ha_per_bohr": 0.1383, "e_homo_ev": -2.05, "symbols": ["C", "H", "C", "H", "C", "N", "O", "H", "H", "H", "H", "C", "H", "C", "H", "C", "H", "O", "H", "C", "H", "C", "C", "H", "N", "C", "C", "H", "H", "C", "H", "O", "O", "C", "H", "C", "C", "C", "C", "H", "H", "S", "H", "O", "H", "C", "H"], "positions_angstrom": [[1.72618, 1.28177, 0.20737], [1.03009, 4.07144, 3.68730], [-1.83268, -0.94430, -5.38611], [-1.08839, 1.02632, -5.84084], [-1.08758, -0.42065, -2.72341], [-0.77142, -0.19261, -1.42323], [1.38042, -1.60251, -0.39564], [2.20265, 2.76038, 3.63719], [3.17835, 2.14194, 1.55290], [-0.40185, 1.49526, -3.46909], [0.48215, -3.57434, 0.45515], [1.24014, 3.09373, 3.22635], [-1.73847, -2.44456, -2.32745], [-0.32231, -3.12615, 1.04710], [-0.09801, 2.37246, 4.73642], [-0.61005, -3.93618, 2.28095], [0.36475, 3.31488, 1.24148], [-2.97866, -2.23801, -6.90108], [-0.96953, -4.91975, 1.97647], [0.86439, -1.11461, 0.58209], [1.71219, -0.80495, 2.79416], [-1.23427, 0.28829, -5.05585], [-1.98200, -1.94930, -4.41142], [2.34573, 0.82309, 2.71779], [-2.40666, -1.14481, -6.67524], [-0.66218, 0.39943, -0.36810], [1.35762, 3.35627, 1.71443], [2.77232, 3.11657, 0.13483], [0.30109, -4.07960, 2.86927], [0.98960, 0.29809, 1.10159], [-1.37085, -3.46997, 2.91272], [0.09798, -1.80947, 1.47596], [1.78519, 1.15486, -0.99812], [0.35958, 0.65155, 3.55978], [-1.21783, -2.99359, 0.42655], [1.42936, 0.23631, 2.56707], [2.34057, 2.49026, 0.92812], [-0.86768, 0.54693, -3.74354], [-1.61968, -1.68659, -3.10421], [0.68144, 0.27822, 4.54438], [-2.40474, -2.90824, -4.69536], [-1.06891, 1.28526, 0.92132], [-0.81283, 2.42167, 3.13829], [-2.33299, -0.22626, -7.52262], [-0.57805, 0.12563, 3.32535], [0.10764, 2.16194, 3.67630], [1.70819, 4.39390, 1.60265]]}

=====

no.,DFT total energy (eV)
1,-93610.1049
2,-37099.7140
3,-47099.8868
4,-68898.9144
5,-43054.3620